{
  "formula": "F2Li5Sr",
  "method": "wB97M-V/def2-TZVPD",
  "elements": ["Sr", "F", "F", "Li", "Li", "Li", "Li", "Li"],
  "positions_angstrom": [[-0.189009, -1.968319, 1.436893], [0.228875, 0.578632, 2.206801], [-0.389584, -0.001144, -0.577161], [2.431033, -0.110076, -1.820745], [-1.711563, 1.164837, 1.811237], [-2.264517, -1.357978, -1.748573], [1.995979, 1.025898, 1.143642], [-0.101214, 0.668150, -2.452093]],
  "forces_ev_per_a": [[0.368, 0.015, 1.936], [-0.311, -1.583, -1.946], [0.371, -1.195, -1.178], [1.838, -0.360, -0.896], [0.383, 1.188, 0.998], [-1.215, -0.256, -0.672], [-0.355, 1.124, 2.025], [-1.080, 1.067, -0.267]],
  "gap_ha": 0.36010,
  "lumo_energy_ev": -20.951,
  "homo_ev": -30.75,
  "charge": 5,
  "total_energy_ev": -7235.05015
}


{
  "formula": "F2OS",
  "method": "wB97M-V/def2-TZVPD",
  "elements": ["S", "F", "F", "O"],
  "positions_angstrom": [[-0.160659, 0.410648, 0.105945], [-0.088228, 0.885019, 1.690109], [-0.582906, -2.536753, -1.285382], [0.831793, 1.241086, -0.510671]],
  "forces_ev_per_a": [[1.086, 1.259, 1.233], [-0.293, -1.161, -2.104], [0.284, 1.195, 0.642], [-1.077, -1.293, 0.229]],
  "gap_ha": [0.16640, 0.16974],
  "relative_energy_ev": 4.044,
  "lumo_energy_ev": [-5.141, -5.125],
  "homo_ev": [-9.67, -9.74],
  "charge": 0,
  "total_energy_ev": -18312.20969
}


{
  "formula": "F2Pb4",
  "method": "wB97M-V/def2-TZVPD",
  "elements": ["Pb", "Pb", "Pb", "Pb", "F", "F"],
  "positions_angstrom": [[0.760507, 1.291338, 0.566712], [-0.627053, -0.821582, 2.018232], [-1.704073, 0.139798, -0.385738], [1.843077, -1.299952, -0.771268], [-0.034313, -0.588722, -0.133698], [-0.238143, 1.279118, -1.294238]],
  "forces_ev_per_a": [[5.458, 10.481, 1.921], [-2.342, -4.315, 9.848], [-18.006, 4.717, -6.256], [7.620, -4.881, -4.612], [6.571, -7.310, -0.060], [0.700, 1.308, -0.841]],
  "gap_ha": 0.32058,
  "lumo_energy_ev": -31.158,
  "homo_ev": -39.88,
  "charge": 6,
  "total_energy_ev": -26311.52824
}


{
  "formula": "F30KP5",
  "method": "wB97M-V/def2-TZVPD",
  "elements": ["K", "P", "P", "P", "P", "P", "F", "F", "F", "F", "F", "F", "F", "F", "F", "F", "F", "F", "F", "F", "F", "F", "F", "F", "F", "F", "F", "F", "F", "F", "F", "F", "F", "F", "F", "F"],
  "positions_angstrom": [[-0.119585, 0.363303, 0.323077], [-0.003393, -1.952988, 3.208539], [0.202056, 3.107027, -2.140443], [-3.770127, 0.982956, 1.004821], [-0.781350, -2.382756, -2.000549], [4.419173, 0.152059, -0.148850], [-4.591362, 0.642388, 2.379158], [1.029376, -1.497558, 2.055295], [-3.141133, -0.499963, 1.069291], [-1.139326, -2.258283, 2.098083], [-0.016164, -1.366279, -2.971275], [-5.033117, 0.476015, 0.150764], [0.579738, -3.455494, 3.168657], [-1.778783, -1.175446, -1.546850], [-1.682279, -3.371182, -1.084839], [6.012707, -0.234813, 0.010304], [0.177535, -3.629589, -2.345446], [0.980810, 1.711674, -2.033077], [2.863625, 0.571496, -0.321790], [-4.409669, 2.466104, 1.064276], [4.849890, 1.708601, -0.290358], [-0.600110, 2.818953, -0.739660], [-2.961550, 1.294995, -0.340405], [0.191190, -2.004064, -0.773426], [0.959907, 3.423691, -3.538674], [1.064327, -1.513286, 4.343010], [1.334393, 3.866979, -1.275078], [-2.488233, 1.520195, 1.851231], [4.565044, -0.022370, -1.753001], [-1.045083, -2.448699, 4.373166], [4.314231, 0.342567, 1.451618], [-0.573115, 4.561742, -2.272381], [-1.006228, 2.423909, -2.955861], [-1.739387, -2.777095, -3.281250], [-0.684403, -0.448545, 3.265048], [4.020393, -1.396245, -0.003127]],
  "forces_ev_per_a": [[-0.237, -0.129, -0.040], [-1.743, 0.843, -0.510], [-0.907, 0.459, 0.296], [0.873, -0.769, 0.730], [-1.425, 0.330, 0.386], [-0.458, 0.186, -0.214], [-0.053, 0.121, 0.275], [-0.039, 0.093, 0.194], [-0.263, 0.084, -0.291], [0.610, -0.807, 0.017], [0.600, -0.158, -0.127], [-0.490, -0.220, -0.362], [0.221, -0.125, -0.102], [0.160, -0.099, -0.421], [0.194, -0.242, 0.183], [0.084, -0.111, 0.078], [0.463, -0.132, -0.524], [-0.143, 0.088, 0.190], [0.311, -0.188, 0.161], [-0.125, 0.574, -0.299], [0.178, 0.267, -0.023], [0.264, -0.018, -0.312], [-0.228, 0.222, -0.247], [0.122, -0.149, 0.052], [0.325, 0.209, -0.060], [0.092, -0.147, 0.169], [0.465, -0.047, -0.242], [-0.122, 0.218, 0.328], [0.080, -0.053, -0.078], [0.143, 0.099, 0.299], [0.095, -0.015, 0.202], [-0.015, -0.097, -0.020], [0.030, -0.088, -0.075], [-0.104, 0.003, 0.026], [0.908, -0.108, 0.357], [0.131, -0.092, 0.000]],
  "gap_ha": 0.38789,
  "relative_energy_ev": 0.000,
  "lumo_energy_ev": 8.704,
  "homo_ev": -1.85,
  "charge": -4,
  "total_energy_ev": -144326.09881
}


{
  "formula": "F3HN2",
  "method": "wB97M-V/def2-TZVPD",
  "elements": ["F", "F", "F", "N", "N", "H"],
  "positions_angstrom": [[0.722870, 0.199306, 1.664013], [-0.736300, 1.274639, 0.600186], [-0.520867, 0.190957, -1.650672], [0.504489, -0.339868, -0.864104], [-0.328234, 0.007901, 0.849950], [0.358041, -1.332935, -0.599374]],
  "forces_ev_per_a": [[0.504, -0.135, 0.170], [-0.209, -0.009, 0.130], [0.671, -1.583, 0.529], [-0.996, 1.586, 3.330], [0.975, 0.025, -2.797], [-0.945, 0.116, -1.362]],
  "gap_ha": [0.37403, 0.37400],
  "relative_energy_ev": 3.395,
  "lumo_energy_ev": [-0.567, -0.567],
  "homo_ev": [-10.74, -10.74],
  "charge": 0,
  "total_energy_ev": -11140.97665
}


{
  "formula": "F3HN2O2S",
  "method": "wB97M-V/def2-TZVPD",
  "elements": ["S", "F", "F", "F", "O", "O", "N", "N", "H"],
  "positions_angstrom": [[0.032060, 0.663888, 0.386702], [2.437917, -0.716100, -0.537739], [1.320662, -2.153061, 0.456550], [-1.758401, 0.798690, -1.487175], [0.415774, 1.952270, -0.098208], [0.109803, 0.493740, 1.807120], [-1.550579, 0.472324, -0.085627], [1.220110, -1.187927, -0.500099], [-2.227342, -0.323826, 0.058472]],
  "forces_ev_per_a": [[1.062, 0.329, 0.984], [1.442, 0.798, -0.139], [-0.427, 0.353, 0.205], [0.609, -0.420, 1.869], [0.224, -0.471, -1.076], [-0.622, -0.977, -0.126], [-2.354, -0.267, -1.763], [-1.599, -0.103, -0.104], [1.667, 0.757, 0.151]],
  "gap_ha": [0.32933, 0.31693],
  "relative_energy_ev": 1.982,
  "lumo_energy_ev": [-2.110, -1.527],
  "homo_ev": [-11.07, -10.15],
  "charge": 0,
  "total_energy_ev": -26070.26901
}


{
  "formula": "F3HNP",
  "method": "wB97M-V/def2-TZVPD",
  "elements": ["P", "F", "F", "F", "N", "H"],
  "positions_angstrom": [[-3.157509, 0.276730, -0.333269], [-4.561610, -0.308389, -0.693742], [-3.604998, 1.062179, 1.064405], [-2.684917, -0.976586, 0.499381], [0.148216, 0.602333, -0.186844], [-0.156055, 0.864205, 0.796581]],
  "forces_ev_per_a": [[-0.627, 0.462, 2.636], [-0.288, 0.141, -0.281], [0.435, -0.413, -1.948], [0.489, -0.194, -0.445], [-0.318, 0.220, 0.830], [0.309, -0.216, -0.792]],
  "gap_ha": [0.36634, 0.36365],
  "relative_energy_ev": 4.135,
  "lumo_energy_ev": [-1.603, -1.584],
  "homo_ev": [-11.57, -11.48],
  "charge": 0,
  "total_energy_ev": -18946.03940
}


{
  "formula": "F3NOS2",
  "method": "wB97M-V/def2-TZVPD",
  "elements": ["S", "S", "F", "F", "F", "O", "N"],
  "positions_angstrom": [[-1.123407, 0.301898, 1.559246], [0.711597, -0.043333, -1.259914], [1.285496, -0.849512, -2.674503], [1.687266, -0.974027, -0.318099], [-1.631877, 0.849814, 3.096177], [-0.688847, -0.496957, -1.349565], [-0.240228, 1.212118, 0.946658]],
  "forces_ev_per_a": [[-1.486, -0.349, 2.348], [-1.522, -2.936, -2.994], [-0.319, 1.429, 2.048], [-1.392, 0.555, -0.554], [0.233, -0.615, -1.188], [3.277, 0.754, 0.998], [1.209, 1.161, -0.658]],
  "gap_ha": 0.37908,
  "relative_energy_ev": 0.439,
  "lumo_energy_ev": -1.625,
  "homo_ev": -11.94,
  "charge": 0,
  "total_energy_ev": -33358.23515
}